Computed, not measured: a cluster of 2 separate species, C2H2ClP in total, with wB97M-V/def2-TZVPD.

Structure (XYZ):
```
6
Properties=species:S:1:pos:R:3
C -1.185 -0.573 -0.200
C -1.182 0.555 0.193
P 2.517 0.987 -0.065
Cl 2.231 -0.951 0.066
H -1.242 -1.583 -0.479
H -1.139 1.564 0.485
```

- HOMO energy (spin up / spin down) (eV) = -8.225 / -8.237
- total charge = 0
- relative energy (zero: lowest compared OMol25 entry of this formula, charge and spin) (kJ/mol) = 263.1
- orbital gap (spin up / spin down) (eV) = 6.995 / 7.011

Computed, not measured: a structure of composition C36H43BCaGeN10 at a distorted geometry, with wB97M-V/def2-TZVPD.

Structure (XYZ):
```
92
Properties=species:S:1:pos:R:3
Ca -0.858 0.509 0.884
C -0.348 5.886 2.652
C -1.304 4.998 3.150
N -1.787 4.242 2.176
N -1.178 4.608 1.051
C -0.308 5.601 1.300
B -1.617 4.084 -0.339
N -0.483 3.322 -1.045
C 0.257 3.792 -2.064
C 1.101 2.788 -2.489
C 0.793 1.717 -1.649
N -0.151 2.059 -0.793
N -2.813 3.161 -0.169
C -4.086 3.467 -0.466
C -4.870 2.373 -0.172
C -3.962 1.425 0.308
N -2.738 1.920 0.301
H 0.224 6.612 3.197
H -1.652 4.872 4.159
H 0.268 6.046 0.514
H -1.914 5.028 -1.013
H 0.140 4.791 -2.436
H 1.817 2.817 -3.286
H 1.212 0.730 -1.635
H -4.350 4.427 -0.863
H -5.931 2.279 -0.285
H -4.136 0.422 0.648
N 1.630 -0.347 1.576
C 2.939 0.165 1.917
C 3.130 1.520 1.231
N 1.947 2.342 1.366
C 1.716 2.918 2.675
C 0.790 2.067 3.559
N -0.427 1.725 2.859
H 1.596 -0.483 0.572
H 1.488 -1.268 1.978
H 3.007 0.287 3.000
H 3.757 -0.507 1.607
H 4.038 2.012 1.638
H 3.288 1.342 0.164
H 1.969 3.078 0.673
H 2.664 3.083 3.220
H 1.241 3.893 2.543
H 1.299 1.144 3.849
H 0.610 2.654 4.481
H -0.989 1.061 3.382
H -1.009 2.547 2.701
N -2.116 -0.609 2.213
C -2.343 -1.803 2.630
C -3.660 -2.374 2.665
C -3.896 -3.618 3.183
C -2.866 -4.397 3.702
C -1.570 -3.894 3.656
C -1.304 -2.655 3.138
H -4.468 -1.777 2.264
H -4.907 -4.011 3.190
H -3.067 -5.372 4.123
H -0.757 -4.500 4.042
H -0.290 -2.272 3.106
C -0.945 -4.051 -0.564
Ge -0.301 -2.109 -0.623
C 1.701 -2.520 -0.575
C 2.593 -1.792 -1.361
C 3.964 -1.900 -1.224
C 4.497 -2.751 -0.270
C 3.638 -3.489 0.529
C 2.268 -3.368 0.374
C -0.438 -1.772 -2.639
C -1.258 -0.713 -2.949
C -1.428 -0.241 -4.254
C -0.773 -0.849 -5.287
C 0.056 -1.962 -5.049
C 0.728 -2.622 -6.100
C 1.551 -3.685 -5.853
C 1.730 -4.138 -4.538
C 1.083 -3.524 -3.502
C 0.227 -2.423 -3.713
H -0.467 -4.703 -1.292
H -2.018 -4.099 -0.725
H -0.763 -4.450 0.431
H 2.196 -1.128 -2.121
H 4.621 -1.318 -1.860
H 5.570 -2.836 -0.149
H 4.048 -4.163 1.274
H 1.615 -3.955 1.010
H -1.793 -0.214 -2.144
H -2.070 0.612 -4.437
H -0.882 -0.486 -6.301
H 0.588 -2.264 -7.112
H 2.070 -4.176 -6.666
H 2.395 -4.971 -4.348
H 1.230 -3.872 -2.493
```

- HOMO energy (spin up / spin down) (eV) = -4.204 / -3.984
- spin multiplicity = 2
- total charge = -1
- relative energy (zero: lowest compared OMol25 entry of this formula, charge and spin) (kJ/mol) = 126.5
- orbital gap (spin up / spin down) (eV) = 6.818 / 6.356

Computed, not measured: a cluster of 2 separate species, CH7N2O in total at a distorted geometry, with wB97M-V/def2-TZVPD.

Structure (XYZ):
```
11
Properties=species:S:1:pos:R:3
O 0.338 -1.770 -0.926
H -0.447 -2.316 -0.773
N -0.165 1.140 -0.868
C -0.507 0.905 0.556
N 0.290 -0.041 1.303
H 0.129 0.215 -1.210
H 0.516 1.881 -0.990
H -1.471 0.404 0.415
H -0.775 1.825 1.089
H 0.127 -0.928 0.804
H 1.263 0.213 1.259
```

- HOMO energy (eV) = -2.936
- total charge = -1
- relative energy (zero: lowest compared OMol25 entry of this formula, charge and spin) (kJ/mol) = 38.6
- orbital gap (eV) = 7.613

Computed, not measured: a structure of composition C24H47InPS at a distorted geometry, with wB97M-V/def2-TZVPD.

Structure (XYZ):
```
74
Properties=species:S:1:pos:R:3
C -1.729 5.625 1.389
C -0.940 5.588 0.306
In -0.423 3.668 -0.677
S -1.958 3.366 -2.664
C 1.682 3.736 -1.417
C 2.686 3.147 -0.475
C 2.571 1.808 -0.083
C 3.446 1.197 0.798
C 4.497 1.933 1.326
C 4.646 3.257 0.940
C 3.772 3.877 0.050
C 4.043 5.317 -0.313
P -0.889 1.804 0.973
C -2.442 0.875 0.539
C -1.142 2.444 2.696
H -1.560 6.329 2.207
H -2.553 4.923 1.495
H -0.491 6.518 -0.051
H -1.893 2.040 -2.851
H 1.740 3.286 -2.410
H 1.875 4.800 -1.558
H 1.735 1.237 -0.467
H 3.280 0.164 1.077
H 5.189 1.502 2.040
H 5.466 3.832 1.362
H 3.140 5.876 -0.545
H 4.692 5.365 -1.193
H 4.555 5.823 0.507
H -3.241 1.546 0.217
H -2.764 0.328 1.428
H -2.226 0.167 -0.259
H -0.564 3.358 2.830
H -2.195 2.668 2.891
H -0.831 1.692 3.423
C 0.221 -2.477 2.940
C 0.943 -2.242 4.263
C 2.299 -2.940 4.351
C 2.245 -4.466 4.262
C 1.371 -5.141 5.317
C 1.848 -4.903 6.746
H -0.008 -3.534 2.785
H -0.720 -1.928 2.915
H 0.828 -2.131 2.101
H 0.302 -2.555 5.092
H 1.101 -1.168 4.388
H 2.790 -2.645 5.283
H 2.940 -2.568 3.546
H 3.266 -4.855 4.345
H 1.893 -4.761 3.270
H 1.364 -6.218 5.123
H 0.335 -4.808 5.216
H 2.871 -5.264 6.880
H 1.213 -5.429 7.460
H 1.826 -3.844 7.006
C -1.832 -1.409 -3.235
C -1.555 -1.781 -4.688
C -2.288 -0.889 -5.689
C -3.814 -0.944 -5.603
C -4.420 -2.336 -5.778
C -4.136 -2.955 -7.144
H -2.887 -1.522 -2.980
H -1.260 -2.046 -2.559
H -1.543 -0.374 -3.041
H -1.812 -2.832 -4.855
H -0.482 -1.697 -4.876
H -1.968 -1.155 -6.701
H -1.972 0.147 -5.537
H -4.229 -0.278 -6.366
H -4.139 -0.535 -4.642
H -5.502 -2.261 -5.643
H -4.061 -3.005 -4.992
H -4.521 -2.320 -7.946
H -4.614 -3.932 -7.234
H -3.067 -3.097 -7.308
```

- HOMO energy (eV) = -3.649
- total charge = -1
- orbital gap (eV) = 6.268